Entry 1:
# C19H43BHgNO15S6

A molecular structure, C19H43BHgNO15S6 at a distorted geometry (ωB97M-V/def2-TZVPD, the OMol25 dataset).

Geometry as XYZ:
```
86
Properties=species:S:1:pos:R:3
Hg -0.7359 0.4251 0.1980
O 1.7376 -3.6578 -0.9405
C 2.4778 -3.2710 -0.0401
O 3.7150 -3.7229 0.2218
B 4.3013 -2.9342 1.3401
O 3.2002 -2.0589 1.7265
C 2.1096 -2.1977 1.0008
O 1.0247 -1.5997 1.1543
O 5.4884 -2.2369 0.9946
C 6.5763 -2.8330 1.5801
O 7.7368 -2.5103 1.4802
C 6.0043 -3.8798 2.5636
O 4.6947 -3.8882 2.4220
O 6.6119 -4.3692 3.5470
C -3.9889 -2.8121 1.5707
S -2.7057 -2.6151 0.2985
O -1.8837 -1.3826 0.6875
C -1.6434 -4.0464 0.6716
H -4.8057 -2.1101 1.4027
H -3.6349 -2.5785 2.5748
H -4.2783 -3.8630 1.5739
H -1.2016 -4.0444 1.6680
H -0.7781 -3.9752 0.0126
H -2.1883 -4.9799 0.5317
C -5.2804 0.4118 -0.0564
S -4.0145 1.0936 -1.1826
O -2.7077 0.9083 -0.4736
C -4.0808 -0.1066 -2.5565
H -5.2225 -0.6691 -0.1848
H -6.2583 0.8127 -0.3230
H -5.1449 0.6784 0.9917
H -4.1082 -1.1125 -2.1375
H -3.2500 0.0496 -3.2446
H -5.0257 0.1574 -3.0314
C -0.4711 -1.6251 4.0114
S -0.6881 0.1621 3.8079
O -0.4185 0.4250 2.3471
C -2.5745 0.0908 3.9150
H -1.2923 -2.1515 3.5250
H -0.4674 -1.9626 5.0478
H 0.4147 -1.8662 3.4237
H -2.8528 -0.5431 3.0731
H -2.9631 1.0713 3.6397
H -2.8695 -0.2131 4.9194
C 1.4984 3.3391 -2.8503
S -0.2918 2.9107 -2.5225
O -0.4183 1.8167 -1.4409
C -0.5522 2.0484 -4.1532
H 1.5892 4.0640 -3.6592
H 1.9427 2.4200 -3.2326
H 2.1010 3.6317 -1.9904
H -1.5699 1.6756 -4.0370
H 0.2186 1.3153 -4.3907
H -0.5001 2.8065 -4.9346
C -3.1375 4.2587 -0.0015
S -2.0704 3.7840 1.4610
O -1.3242 2.4525 1.1469
C -0.8104 5.1237 1.4481
H -2.6189 4.1169 -0.9497
H -3.2774 5.3389 -0.0435
H -4.1130 3.7771 0.0664
H -0.2590 5.2921 2.3731
H -1.1813 6.0507 1.0108
H -0.0632 4.8978 0.6874
C 3.9835 1.4196 0.3847
S 2.3719 2.2945 0.5103
O 1.3507 1.1795 0.3906
C 2.4744 2.7282 2.3116
H 3.9969 0.4904 0.9545
H 4.8207 2.0694 0.6395
H 4.1122 1.2005 -0.6753
H 3.1860 3.5223 2.5377
H 2.7962 1.9079 2.9532
H 1.4995 2.9978 2.7179
C -0.1666 -1.3447 -2.8338
O -0.5349 -0.7351 -1.7954
N 1.1117 -1.3580 -3.2547
C 1.5309 -1.9003 -4.5555
C 2.1733 -0.6750 -2.5514
H -0.7865 -1.9508 -3.5125
H 0.6497 -2.2610 -5.0859
H 2.3478 -2.6187 -4.4868
H 1.8985 -1.1260 -5.2288
H 2.9570 -1.4010 -2.3353
H 2.6027 0.1052 -3.1799
H 1.9037 -0.1341 -1.6442
```

Computed properties:
Total charge: +1
Calculated total energy (hartree): -4500.2415

***

Entry 2:
# C19H43CaCl4F6N3NaO16P2S2

A molecular structure, C19H43CaCl4F6N3NaO16P2S2 at a distorted geometry (ωB97M-V/def2-TZVPD, the OMol25 dataset).

Geometry as XYZ:
```
97
Properties=species:S:1:pos:R:3
C -1.0626 6.8474 -4.8124
C 0.1280 5.9063 -5.0527
C 0.2311 4.9633 -3.8537
O 0.6148 3.6398 -4.2776
C 0.4618 2.6656 -3.3294
C 1.7501 2.3830 -2.4662
Cl 1.6385 3.4552 -1.0684
N 1.6478 0.9318 -2.0677
C 1.8185 0.5650 -0.6258
C 2.0176 -0.9577 -0.5388
C 1.8768 -1.3570 0.9169
O 0.8516 -1.1862 1.5039
O 2.9930 -1.8860 1.5039
C 0.3767 0.4160 -2.6395
C 0.0103 1.2895 -3.8334
P -1.8233 1.4073 -4.2535
O -2.0203 0.4278 -5.6033
O -2.6028 0.5206 -3.1454
H -1.9878 6.3436 -5.0892
H -1.1246 7.0434 -3.7387
H -0.9506 7.8119 -5.3002
H 1.0321 6.5166 -5.0644
H 0.0322 5.3258 -5.9692
H -0.7555 4.8860 -3.3850
H 0.9398 5.3733 -3.1315
H -0.3196 2.8848 -2.5803
H 2.6152 2.5978 -3.0978
H 2.3467 0.3718 -2.5590
H 2.6597 1.0849 -0.1769
H 0.8927 0.8011 -0.1056
H 3.0373 -1.1827 -0.8608
H 1.2626 -1.4788 -1.1306
H 2.7537 -2.7664 1.8262
H -0.4292 0.3247 -1.9119
H 0.4843 -0.5991 -3.0195
H 0.5348 1.0188 -4.7522
H -2.2039 0.9979 -6.3886
H -2.9617 1.1035 -2.4661
O -1.0025 -1.9280 -1.5750
C -1.7482 -2.8101 -1.1824
O -1.4857 -3.3305 0.0002
C -2.3306 -4.3016 0.6843
C -2.0387 -5.7149 0.2623
C -2.8635 -3.3483 -2.0345
H -3.3803 -4.0292 0.5671
H -2.0879 -4.1695 1.7374
H -2.2496 -5.8772 -0.7949
H -2.6273 -6.4629 0.8266
H -0.9844 -5.9421 0.4252
H -2.4498 -4.0892 -2.7175
H -3.2803 -2.5254 -2.6124
H -3.6696 -3.8025 -1.4666
C 1.3490 -3.6077 4.9558
O 1.9031 -4.8626 4.5139
P 2.2802 -5.9555 5.6247
O 1.9046 -5.3529 6.9164
O 3.8972 -5.8935 5.2833
C 4.4459 -5.4159 4.0656
O 2.3194 -7.5416 5.9413
C 3.0357 -7.9284 7.1122
H 1.0995 -3.0495 4.0548
H 0.4405 -3.7591 5.5299
H 2.0767 -3.0506 5.5412
H 4.6777 -4.3524 4.1525
H 3.8303 -5.5689 3.1826
H 5.3807 -5.9670 3.9125
H 2.4353 -7.7431 7.9999
H 3.9831 -7.3932 7.1999
H 3.2240 -8.9963 7.0181
O 1.5440 -7.5252 3.1519
H 2.3671 -7.9291 2.8584
H 1.0451 -8.2615 3.5269
Cl -2.7221 -8.6081 0.6027
N 7.1081 -6.8287 6.1484
H 7.1085 -7.7957 6.4809
H 7.5331 -6.2248 6.8554
H 7.6413 -6.7659 5.2792
H 6.1322 -6.5264 5.9804
Cl 4.4557 1.5344 -2.6588
C -5.4969 11.0803 -1.6418
F -5.9555 11.9398 -2.5412
F -4.2849 11.4795 -1.2497
F -6.3031 11.1209 -0.5663
S -5.4434 9.3871 -2.3653
O -4.5063 9.4623 -3.4447
O -6.8024 9.0708 -2.6871
N -4.8886 8.6653 -1.0540
S -4.6403 7.1200 -1.0491
O -3.5339 6.6526 -1.8306
O -5.8102 6.2893 -1.0191
C -4.0654 7.0886 0.6997
F -5.0992 7.5723 1.4933
F -3.0157 7.8608 0.9380
F -3.7760 5.8699 1.1304
Ca -0.9312 1.6107 -7.2055
Cl 5.7910 0.5150 -1.5114
Na -6.3013 8.4253 3.0991
```

Computed properties:
Total charge: +1
Calculated total energy (hartree): -6876.3088

***

Entry 3:
# C19H43Cl2N4NiO2Sb

A molecular structure, C19H43Cl2N4NiO2Sb at a distorted geometry (ωB97M-V/def2-TZVPD, the OMol25 dataset).

Geometry as XYZ:
```
72
Properties=species:S:1:pos:R:3
Ni -1.2726 0.9869 0.7843
N -0.9319 1.2795 2.7420
C -0.0346 0.2302 3.2789
C 0.8898 0.7230 4.3965
C 0.4459 0.3272 5.8160
C 1.2702 -0.9205 6.1648
N 1.1443 -1.9095 5.0888
C 0.3105 -2.9302 5.0340
N 0.2937 -3.6914 3.9341
N -0.5421 -3.1940 6.0278
C 0.7309 -0.4464 2.1276
O 1.6137 -1.2356 2.4505
O 0.2997 -0.2151 0.9528
H -0.4172 2.1585 2.7251
H -1.7210 1.4136 3.3679
H -0.6592 -0.5920 3.6412
H 1.0651 1.7946 4.2830
H 1.8559 0.2549 4.2183
H -0.6255 0.1095 5.8562
H 0.6346 1.1115 6.5472
H 1.0488 -1.3615 7.1359
H 2.3199 -0.6336 6.1962
H 1.7133 -1.7498 4.2627
H 0.9784 -3.5494 3.2092
H -0.2810 -4.5143 3.8800
H -0.5156 -2.6655 6.8817
H -1.0794 -4.0441 6.0323
Cl -3.3052 -0.1227 0.8269
C -3.0493 1.6108 0.6617
Cl -0.1363 2.8104 -0.1057
H -3.4498 2.1409 1.5185
H -3.3824 1.9602 -0.3083
C -0.0081 -2.6232 -2.1638
C -1.0196 -2.0416 -3.0903
C -2.3566 -1.6947 -2.5475
C -0.8773 -2.3397 -4.5447
Sb -0.0058 0.9349 -1.7976
C 2.1855 0.9221 -2.1415
C 2.3716 0.6374 -3.6301
C 2.7655 2.2795 -1.7626
C 2.7848 -0.1859 -1.2868
C -0.9736 2.1301 -3.3609
C -2.3790 2.4104 -2.8428
C -1.0264 1.2899 -4.6386
C -0.2340 3.4439 -3.6245
H -0.2572 -3.6522 -1.8578
H 0.0936 -2.0596 -1.2301
H 0.9712 -2.6906 -2.6426
H -2.9891 -2.5726 -2.3390
H -2.9341 -1.0812 -3.2442
H -2.2742 -1.1616 -1.5974
H -0.9854 -3.4231 -4.7009
H 0.1121 -2.0754 -4.9255
H -1.6324 -1.8447 -5.1537
H 2.0105 1.4564 -4.2509
H 1.8803 -0.2886 -3.9413
H 3.4399 0.5211 -3.8338
H 2.3098 3.1031 -2.3126
H 3.8326 2.2721 -2.0038
H 2.6703 2.4746 -0.6938
H 2.3725 -1.1643 -1.5292
H 2.6312 -0.0046 -0.2233
H 3.8621 -0.2213 -1.4737
H -2.9203 1.4901 -2.5984
H -2.9557 2.9295 -3.6139
H -2.3539 3.0650 -1.9686
H -1.6377 0.3932 -4.5201
H -0.0359 0.9887 -4.9780
H -1.4781 1.8905 -5.4338
H -0.1533 4.0641 -2.7306
H -0.7817 4.0243 -4.3734
H 0.7640 3.2680 -4.0262
```

Computed properties:
Spin multiplicity: 3
Total charge: +2
Energy relative to the best compared isomer or geometry (same formula, charge and spin) (kcal per mole): 52.5
Expectation value of S²: 2.146